{
  "formula": "C4H9N",
  "method": "wB97M-V/def2-TZVPD",
  "homo_energy_ev": -9.3,
  "fmax_ev_per_a": 4.48,
  "smiles": "C=C(C)CN",
  "relative_energy_kj_mol": 218.1,
  "homo_lumo_gap_ev": 10.31,
  "elements": ["C", "C", "C", "C", "H", "H", "H", "H", "H", "H", "H", "H", "H", "N"],
  "coordinates": [[1.055, -0.385, -1.409], [-0.048, -0.077, -0.514], [-1.254, -0.382, -0.842], [0.239, 0.283, 0.943], [1.549, -1.448, -1.306], [0.473, -0.411, -2.328], [1.788, 0.384, -1.608], [-1.924, -0.181, -0.011], [-1.332, -0.826, -1.728], [0.714, -0.640, 1.432], [1.228, 0.973, 1.045], [-0.258, 0.747, 2.811], [-1.300, 1.425, 1.607], [-0.930, 0.537, 1.908]]
}

---

{
  "formula": "C4H9N",
  "method": "wB97M-V/def2-TZVPD",
  "homo_energy_ev": -7.0,
  "fmax_ev_per_a": 5.14,
  "relative_energy_kj_mol": 743.5,
  "homo_lumo_gap_ev": 5.53,
  "elements": ["C", "N", "C", "C", "C", "H", "H", "H", "H", "H", "H", "H", "H", "H"],
  "coordinates": [[-0.949, 1.683, 0.720], [-0.563, -0.222, -1.308], [0.465, -0.209, -0.412], [0.272, 0.635, 0.816], [0.646, -1.753, 0.164], [-1.094, 0.530, 0.893], [-0.843, 2.424, 1.561], [-0.750, 2.135, -0.267], [-0.244, -0.244, -2.274], [1.251, -0.039, -1.067], [1.103, 0.901, 1.516], [-0.332, -1.986, 0.651], [1.346, -1.831, 1.070], [0.899, -2.466, -0.646]]
}

---

{
  "formula": "C4H9N",
  "method": "wB97M-V/def2-TZVPD",
  "homo_energy_ev": -9.0,
  "fmax_ev_per_a": 2.69,
  "smiles": "C=C(C)CN",
  "relative_energy_kj_mol": 93.1,
  "homo_lumo_gap_ev": 10.05,
  "elements": ["C", "C", "C", "C", "H", "H", "H", "H", "H", "H", "H", "H", "H", "N"],
  "coordinates": [[-0.771, 0.573, -1.436], [-0.491, 0.049, -0.078], [-1.426, -0.150, 0.817], [0.932, -0.328, -0.003], [-0.138, 0.161, -2.268], [-1.813, 0.610, -1.618], [-0.379, 1.626, -1.491], [-1.157, -0.702, 1.668], [-2.478, 0.040, 0.789], [1.007, -1.335, -0.454], [1.591, 0.317, -0.685], [2.341, -0.816, 1.390], [1.352, 0.392, 1.957], [1.430, -0.435, 1.413]]
}